1.
Below is the molecule C9H10NOP, with properties calculated with ωB97M-V/def2-TZVPD.

- Energy above the lowest of the compared OMol25 structures with the same formula, charge and spin: 94.0 kJ/mol
- Maximum force: 0.138 Eh/bohr
- Total charge: 0
- Spin multiplicity: 3
- Highest occupied orbital energy (alpha / beta): -0.1971 / -0.3411 hartree
- Expectation value of S²: 2.0271
- M: 179.2 Da

Atoms and positions in Å:
H  -0.083  -2.837  -2.745
C  0.024  0.479  -0.745
H  -0.182  -0.456  3.849
H  0.399  3.031  -0.936
C  -0.651  -1.908  -0.817
O  -2.583  -0.211  2.120
C  -0.150  -1.926  -2.109
H  0.884  3.616  0.692
H  0.772  -0.900  -3.723
H  0.876  -1.179  2.759
C  -0.542  -0.638  -0.200
C  -0.183  -1.017  2.932
H  -0.609  -1.988  3.087
C  0.796  2.718  0.018
H  1.837  2.393  -0.155
N  -0.633  1.406  1.396
C  0.493  -0.835  -2.620
C  0.641  0.405  -1.994
H  1.378  1.129  -2.432
C  -0.064  1.600  0.309
P  -1.219  -0.155  1.701
H  -1.200  -2.729  -0.388



2.
Below is the molecule C9H10O4, with properties calculated with ωB97M-V/def2-TZVPD.

- Energy above the lowest of the compared OMol25 structures with the same formula, charge and spin: 138.2 kJ/mol
- Maximum force: 0.098 Eh/bohr
- Total charge: 0
- Structure (SMILES): CCOC(=O)c1c(O)cccc1O
- Highest occupied orbital energy: -0.2994 hartree
- M: 182.2 Da

Atoms and positions in Å:
C  -2.669  1.071  0.676
H  2.937  1.311  -2.098
C  0.603  -0.394  -0.320
H  -0.182  -2.387  0.656
O  -1.260  -1.217  0.845
H  3.981  -0.930  -2.313
O  1.062  1.917  -0.771
C  -0.643  -0.313  0.330
C  1.164  -1.722  -0.427
C  2.566  0.435  -1.635
H  -2.160  0.234  2.550
O  -1.310  1.067  0.215
H  2.502  -3.085  -1.388
O  0.615  -2.776  0.183
H  -3.231  0.200  0.359
H  -3.523  1.559  2.605
C  2.380  -2.017  -1.180
H  -3.127  1.861  0.123
C  1.358  0.687  -0.923
C  3.105  -0.854  -1.687
C  -2.522  1.204  2.164
H  0.154  2.157  -0.336
H  -1.798  1.992  2.368



3.
Below is a cluster of 2 separate species, C9H10OS in total, with properties calculated with ωB97M-V/def2-TZVPD.

- Energy above the lowest of the compared OMol25 structures with the same formula, charge and spin: 107.1 kJ/mol
- Maximum force: 0.086 Eh/bohr
- Total charge: 0
- Structure (SMILES): S=Cc1ccccc1.C=CO
- Highest occupied orbital energy: -0.3073 hartree
- M: 166.2 Da

Atoms and positions in Å:
C  0.636  -0.974  2.432
H  1.243  -1.508  3.171
C  -0.863  0.645  0.732
C  -1.433  -0.313  1.445
H  -2.479  -0.577  1.375
H  2.297  0.319  1.684
C  -0.945  -0.211  -2.778
H  -0.746  0.120  -3.774
H  -1.670  1.159  0.164
H  2.198  2.035  0.145
C  1.154  1.832  -0.039
C  0.520  0.921  0.852
C  1.211  0.102  1.694
O  1.344  -0.598  -2.290
H  -1.980  -0.331  -2.560
H  1.373  -0.428  -3.213
C  0.016  -0.659  -2.002
S  0.266  2.573  -1.202
C  -0.736  -1.088  2.322
H  -1.293  -2.007  2.825
H  -0.114  -1.013  -0.985



Please write out number 1 again, unchanged.
Below is the molecule C9H10NOP, with properties calculated with ωB97M-V/def2-TZVPD.

- Energy above the lowest of the compared OMol25 structures with the same formula, charge and spin: 94.0 kJ/mol
- Maximum force: 0.138 Eh/bohr
- Total charge: 0
- Spin multiplicity: 3
- Highest occupied orbital energy (alpha / beta): -0.1971 / -0.3411 hartree
- Expectation value of S²: 2.0271
- M: 179.2 Da

Atoms and positions in Å:
H  -0.083  -2.837  -2.745
C  0.024  0.479  -0.745
H  -0.182  -0.456  3.849
H  0.399  3.031  -0.936
C  -0.651  -1.908  -0.817
O  -2.583  -0.211  2.120
C  -0.150  -1.926  -2.109
H  0.884  3.616  0.692
H  0.772  -0.900  -3.723
H  0.876  -1.179  2.759
C  -0.542  -0.638  -0.200
C  -0.183  -1.017  2.932
H  -0.609  -1.988  3.087
C  0.796  2.718  0.018
H  1.837  2.393  -0.155
N  -0.633  1.406  1.396
C  0.493  -0.835  -2.620
C  0.641  0.405  -1.994
H  1.378  1.129  -2.432
C  -0.064  1.600  0.309
P  -1.219  -0.155  1.701
H  -1.200  -2.729  -0.388



- Look up the M of the third one.
  166.2 Da